<w>
Entry from the Open Molecules 2025 dataset: C20H21IN2O7Os as an isolated structure (ωB97M-V/def2-TZVPD).

For the HOMO energy (spin up / spin down), the calculation gives -8.0164 / -8.0182 eV. As for the molar mass: 718.5 g/mol. The frontier orbital gap (spin up / spin down) is 0.26457 / 0.26455 hartree.

Last column: Löwdin charge in e.
Geometry (Å):
Os  0.1478  0.1055  0.5736  1.68
O  0.8846  -1.5348  4.1223  0.15
C  0.3830  -1.4758  3.0353  -0.52
O  0.9775  -0.8835  1.9933  -0.19
C  -0.8852  -2.2093  2.6533  -0.09
C  -0.6905  -2.8079  1.2510  -0.22
C  -1.7597  -3.8384  0.9242  -0.08
C  -3.0086  -2.9476  0.7227  -0.08
C  -2.4519  -1.5524  0.9761  -0.22
O  -1.0956  -1.6765  0.4090  -0.22
C  -2.1573  -1.3120  2.4562  -0.08
C  -2.0282  0.2062  2.7477  -0.59
O  -2.5792  0.6589  3.7277  0.08
O  -1.4029  0.9057  1.8471  -0.17
H  -1.0600  -2.9718  3.4086  0.16
H  0.3305  -3.0801  1.0039  0.16
H  -1.5053  -4.3803  0.0153  0.12
H  -1.8697  -4.5577  1.7338  0.12
H  -3.3967  -3.0317  -0.2911  0.12
H  -3.8145  -3.1733  1.4187  0.12
H  -2.9723  -0.7426  0.4789  0.15
H  -2.9643  -1.6724  3.0895  0.16
C  1.5282  -0.8145  -0.7513  -0.23
C  2.4563  0.1812  -1.3705  -0.31
C  2.1766  0.7822  -2.5984  -0.06
C  2.9988  1.7677  -3.1248  -0.09
C  4.1320  2.1752  -2.4351  -0.11
C  4.4332  1.5773  -1.2176  -0.09
C  3.6077  0.5937  -0.6953  -0.06
H  2.1005  -1.5316  -0.1564  0.06
H  0.9767  -1.3488  -1.5311  0.04
H  1.2953  0.4754  -3.1519  0.10
H  2.7543  2.2178  -4.0792  0.10
H  4.7781  2.9404  -2.8455  0.10
H  5.3195  1.8778  -0.6718  0.10
H  3.8414  0.1453  0.2638  0.12
C  1.7142  3.8200  0.6929  0.04
C  1.0989  2.4750  0.5595  -0.63
O  0.2087  2.1833  -0.2816  -0.04
O  1.4427  1.5150  1.3070  -0.08
H  1.4908  4.4206  -0.1847  0.09
H  2.7894  3.7117  0.8190  0.09
H  1.3108  4.3039  1.5832  0.10
I  -2.8379  0.7561  -4.9165  0.89
C  -2.3227  0.8280  -2.9277  -0.75
C  -2.8070  1.6948  -1.9635  -0.10
N  -2.2041  1.3745  -0.8180  0.02
N  -1.3477  0.3631  -0.9829  -0.12
C  -1.4052  0.0133  -2.2625  -0.16
H  -3.5379  2.4826  -2.0212  0.13
H  -2.2498  1.8020  0.1016  0.15
H  -0.8231  -0.8110  -2.6365  0.12

---

<x>
Entry from the Open Molecules 2025 dataset: C20H21IN2O7Os as an isolated structure (ωB97M-V/def2-TZVPD).

For the HOMO energy, the calculation gives -8.2803 eV. As for the molar mass: 718.5 g/mol. The frontier orbital gap is 0.28326 hartree.

Last column: Löwdin charge in e.
Geometry (Å):
Os  -0.5042  -0.1185  -0.0447  1.68
O  2.7667  -2.4769  0.6736  0.13
C  1.6602  -2.0685  0.8891  -0.55
O  1.2222  -0.8928  0.4398  -0.21
C  0.6726  -2.6669  1.8736  -0.08
C  0.1969  -1.5139  2.7800  -0.21
C  -0.5709  -2.0382  3.9852  -0.08
C  -1.8977  -2.5073  3.3407  -0.08
C  -1.6791  -2.1544  1.8745  -0.23
O  -0.8792  -0.9232  1.9820  -0.19
C  -0.6833  -3.1035  1.2171  -0.09
C  -0.6293  -2.9354  -0.3020  -0.62
O  0.2224  -3.5660  -0.9369  0.04
O  -1.3895  -2.0395  -0.8113  -0.12
H  1.1579  -3.4690  2.4224  0.16
H  0.9465  -0.7568  2.9867  0.16
H  -0.7424  -1.2411  4.7060  0.12
H  -0.0225  -2.8383  4.4796  0.12
H  -2.7498  -1.9642  3.7445  0.12
H  -2.0795  -3.5735  3.4669  0.12
H  -2.5638  -1.9460  1.2878  0.14
H  -0.9055  -4.1475  1.4383  0.16
C  0.2304  1.6462  0.8138  -0.22
C  1.1311  2.4603  -0.0537  -0.32
C  0.6783  3.6287  -0.6633  -0.07
C  1.4767  4.3239  -1.5635  -0.09
C  2.7509  3.8649  -1.8619  -0.11
C  3.2274  2.7175  -1.2379  -0.08
C  2.4277  2.0253  -0.3434  -0.06
H  -0.6332  2.2428  1.1288  0.07
H  0.7526  1.3522  1.7306  0.06
H  -0.3221  3.9845  -0.4431  0.11
H  1.0998  5.2235  -2.0341  0.10
H  3.3717  4.3985  -2.5701  0.10
H  4.2240  2.3558  -1.4583  0.11
H  2.7899  1.1138  0.1169  0.11
C  -4.0287  1.6502  -0.7285  0.04
C  -2.7081  1.0036  -0.5081  -0.62
O  -2.4989  0.2065  0.4550  -0.07
O  -1.7043  1.2076  -1.2348  -0.05
H  -4.8118  1.0883  -0.2276  0.09
H  -4.2256  1.7177  -1.7964  0.10
H  -3.9965  2.6619  -0.3219  0.10
I  2.1018  1.3584  -5.4346  0.88
C  1.3218  0.3369  -3.8326  -0.74
C  1.2827  -1.0350  -3.6425  -0.10
N  0.7062  -1.2638  -2.4703  0.07
N  0.3782  -0.1029  -1.8718  -0.13
C  0.7439  0.8840  -2.6985  -0.15
H  1.6230  -1.8445  -4.2653  0.13
H  0.4836  -2.1814  -2.0347  0.12
H  0.5787  1.9155  -2.4411  0.10

---

Winner for stability: <x>

---

<w>
Entry from the Open Molecules 2025 dataset: C9H7NO2 as an isolated structure (ωB97M-V/def2-TZVPD).

For the HOMO energy, the calculation gives -8.4490 eV. As for the molar mass: 161.2 g/mol. The frontier orbital gap is 0.31430 hartree.

Last column: Löwdin charge in e.
Geometry (Å):
C  1.2550  0.7431  0.3353  -0.30
C  1.2339  2.0134  1.0053  0.02
C  -0.0503  2.5111  1.5951  -0.05
C  -1.1990  1.8894  1.1614  -0.13
C  -1.1253  0.7198  0.4782  -0.08
C  -0.0462  0.1673  0.0656  -0.17
C  -0.0627  -0.9679  -0.7241  -0.21
C  -1.0529  -2.0579  -0.7924  0.02
C  -0.4262  -2.9347  -1.6970  -0.28
H  2.2886  -0.6896  -0.6801  0.28
H  2.1782  2.4612  1.2353  0.09
H  -0.0359  3.6505  2.2969  0.19
H  -1.9291  2.2746  1.7553  0.07
H  -2.1196  0.2923  0.1026  0.16
H  -1.9588  -2.2528  -0.1082  0.13
H  -0.8766  -4.0811  -2.2585  0.21
N  0.6387  -2.6457  -2.1774  0.09
O  2.4101  0.4026  -0.1395  0.03
O  0.8780  -1.4954  -1.4537  -0.07

---

<x>
Entry from the Open Molecules 2025 dataset: one molecule with the formula C9H7NO2 (ωB97M-V/def2-TZVPD).

For the HOMO energy, the calculation gives -8.2224 eV. As for the molar mass: 161.2 g/mol. The frontier orbital gap is 0.31630 hartree.

Last column: Löwdin charge in e.
Geometry (Å):
O  0.6981  -2.4186  -0.4226  0.01
C  0.5365  -1.4164  0.3037  -0.35
C  0.7901  -1.5575  1.7720  0.01
C  0.8485  -0.3957  2.5383  -0.05
N  0.5136  0.8780  2.0091  0.08
C  0.1050  0.9360  0.6872  -0.20
C  -0.3693  2.2146  0.2212  -0.01
C  -0.9932  2.2254  -1.0320  -0.10
C  -0.9915  1.1906  -1.9489  -0.02
C  -0.5063  -0.0711  -1.5305  -0.18
O  -0.6995  -1.1624  -2.3419  0.05
C  0.0619  -0.1332  -0.1579  -0.03
H  1.2347  -2.5410  2.0523  0.12
H  1.1122  -0.2391  3.6746  0.15
H  0.4792  1.5891  2.6476  0.10
H  -0.5288  3.0925  0.8794  0.11
H  -1.3165  3.1465  -1.4265  0.09
H  -1.3361  1.3987  -2.9607  0.12
H  -0.1189  -1.9014  -1.9329  0.11

---

<y>
Entry from the Open Molecules 2025 dataset: a 2-piece molecular cluster, C9H7NO2 overall (ωB97M-V/def2-TZVPD).

For the HOMO energy, the calculation gives -9.4925 eV. As for the molar mass: 161.2 g/mol. The frontier orbital gap is 0.35651 hartree.

Last column: Löwdin charge in e.
Geometry (Å):
C  0.2736  -1.4913  -0.6796  0.06
C  -0.0046  -2.5944  0.0238  -0.08
C  -0.7266  -2.4965  1.3098  -0.51
O  -0.9009  -1.4281  1.9043  0.03
N  -1.2586  -3.6328  1.7710  0.02
O  -1.8881  -3.5900  3.0307  -0.01
H  0.6624  -1.4724  -1.6838  0.04
H  0.0423  -0.5538  -0.1748  0.08
H  0.1823  -3.6102  -0.3273  0.10
H  -1.4009  -4.5353  1.3129  0.17
H  -1.8581  -2.6193  3.1962  0.10
C  1.0689  5.8818  0.7961  0.13
C  0.9054  5.1801  -0.1578  -0.14
C  0.7195  4.2577  -1.1658  -0.03
C  0.7578  3.2358  -1.7903  -0.02
C  0.7195  1.9781  -2.4110  -0.12
C  0.5987  0.9573  -3.0418  0.12
H  1.4086  6.5475  1.5685  0.04
H  0.6988  -0.0143  -3.4812  0.04

---

Winner for stability: <x>

---

<w>
Entry from the Open Molecules 2025 dataset: C19H23AgIN11O3S2 as an isolated structure (ωB97M-V/def2-TZVPD).

For the HOMO energy, the calculation gives -7.7589 eV. As for the molar mass: 752.4 g/mol. The frontier orbital gap is 0.28470 hartree.

Last column: Löwdin charge in e.
Geometry (Å):
Ag  13.3557  -9.5832  7.1574  0.77
N  12.8677  -7.4966  7.8629  -0.11
N  12.0024  -6.9590  6.9719  -0.15
C  11.8858  -5.5928  6.8702  -1.04
N  10.7421  -5.2726  6.2518  0.11
S  13.0335  -4.6253  7.4128  0.67
H  12.4778  -7.4323  8.8251  0.02
H  13.7165  -6.8803  7.9202  0.04
H  11.5382  -7.6172  6.3787  0.08
H  9.9993  -5.9475  6.2889  0.06
H  10.6242  -4.2639  6.0947  0.12
O  11.5123  -13.5012  9.1202  -0.33
S  11.8801  -12.1243  8.6602  0.66
O  10.8307  -11.0987  8.7365  -0.40
N  12.5590  -11.8251  7.2459  -0.20
C  13.2898  -12.8389  6.6830  -0.32
C  13.1146  -14.2234  6.7667  -0.03
C  13.9042  -15.1619  6.0527  -0.07
C  14.8079  -14.7005  5.1245  -0.08
C  15.1187  -13.3374  4.9881  -0.15
C  16.0894  -12.7502  4.1238  -0.01
C  16.3060  -11.4149  4.1761  -0.07
C  15.5536  -10.6202  5.0286  -0.17
N  14.6016  -11.0614  5.7806  0.02
C  14.3513  -12.4240  5.7957  -0.14
C  13.1770  -11.6966  9.8380  -0.29
C  12.9157  -10.6456  10.6997  -0.09
C  13.9146  -10.1982  11.4947  -0.07
C  15.2014  -10.8074  11.3599  -0.08
C  15.4206  -11.8763  10.5597  -0.08
C  14.3579  -12.3596  9.8018  -0.06
H  12.2228  -14.6049  7.3097  0.11
H  13.6703  -16.2439  6.1022  0.12
H  15.4432  -15.4865  4.6161  0.13
H  16.6415  -13.3469  3.4338  0.11
H  17.0262  -11.0573  3.4835  0.10
H  15.7888  -9.5464  5.2649  0.12
H  11.9756  -10.1506  10.7402  0.10
H  13.8111  -9.4570  12.2880  0.11
H  15.9679  -10.4111  12.0580  0.11
H  16.3656  -12.3363  10.4377  0.10
H  14.5772  -13.1500  9.1194  0.11
N  11.1079  -7.5428  0.5660  0.12
N  11.4628  -7.1437  1.8574  -0.30
N  12.4513  -6.2944  2.1112  0.12
C  12.3274  -6.1432  3.4035  -0.19
N  11.2834  -6.8969  3.9224  0.03
N  10.8217  -7.4747  2.9032  0.01
H  10.5432  -6.8307  0.1352  0.08
H  10.4764  -8.3578  0.7082  0.11
H  12.9999  -5.5395  4.0071  0.10
N  9.7207  -9.8569  6.5317  0.17
C  9.1002  -8.7112  7.0489  -0.66
O  8.8460  -7.7118  6.4604  0.00
C  8.7690  -8.7787  8.5400  -0.51
I  9.6987  -7.1937  9.6120  0.90
H  9.9272  -9.9498  5.5008  0.14
H  10.0415  -10.5220  7.2120  0.02
H  9.1158  -9.7061  9.0168  0.03
H  7.7635  -8.5465  8.6221  0.02

---

<x>
Entry from the Open Molecules 2025 dataset: C19H23AgIN11O3S2 as an isolated structure (ωB97M-V/def2-TZVPD).

For the HOMO energy, the calculation gives -7.6792 eV. As for the molar mass: 752.4 g/mol. The frontier orbital gap is 0.29368 hartree.

Last column: Löwdin charge in e.
Geometry (Å):
Ag  0.0255  -1.9007  0.7788  0.61
N  2.9971  -1.8179  1.1801  0.03
N  2.9818  -2.0987  -0.2097  -0.07
C  2.1550  -3.0695  -0.6658  -0.95
N  2.1218  -3.2677  -2.0038  0.09
S  1.2597  -4.0909  0.2669  0.60
H  2.8154  -0.8521  1.4214  0.05
H  3.8783  -2.1546  1.5718  0.10
H  3.2478  -1.3980  -0.8472  0.10
H  2.2181  -2.4770  -2.5696  0.07
H  1.3644  -3.8175  -2.3989  0.10
O  0.7184  2.2791  -1.6994  -0.33
S  1.1422  1.0924  -0.9528  0.57
O  1.6403  -0.0301  -1.7233  -0.35
N  0.0725  0.4639  0.0683  -0.18
C  -0.6903  1.2835  0.8881  -0.32
C  -1.1759  2.5237  0.5072  -0.02
C  -1.8087  3.4737  1.3616  -0.03
C  -2.1137  2.9985  2.6257  -0.05
C  -1.8646  1.6675  2.9641  -0.18
C  -2.4317  1.1717  4.1347  -0.04
C  -2.2633  -0.1010  4.4703  -0.06
C  -1.4345  -0.9228  3.6646  -0.13
N  -0.9099  -0.5171  2.5339  0.05
C  -1.1065  0.8109  2.1509  -0.17
C  2.4577  1.7169  0.0617  -0.28
C  3.4349  2.4547  -0.6450  -0.06
C  4.4590  3.0754  0.0520  -0.08
C  4.5734  2.9370  1.4515  -0.08
C  3.6244  2.1830  2.1372  -0.06
C  2.5172  1.6285  1.4190  -0.08
H  -0.9200  2.8579  -0.4831  0.08
H  -2.0010  4.4606  1.0294  0.09
H  -2.5716  3.6036  3.3476  0.09
H  -3.0455  1.8815  4.7496  0.14
H  -2.7144  -0.5181  5.3502  0.10
H  -1.2506  -1.9883  3.8393  0.11
H  3.2960  2.6053  -1.7012  0.11
H  5.1954  3.6826  -0.5544  0.12
H  5.4843  3.2747  1.9737  0.11
H  3.6375  1.9898  3.1889  0.09
H  1.6717  1.2822  2.0507  0.12
N  -3.2629  -4.8400  -1.3726  0.13
N  -3.4089  -3.5273  -0.9665  -0.30
N  -4.1423  -2.6763  -1.6453  0.13
C  -4.1238  -1.6544  -0.8232  -0.24
N  -3.4068  -1.8511  0.2850  0.02
N  -2.9969  -3.0832  0.1730  0.03
H  -2.2945  -4.9697  -1.6059  0.08
H  -3.7397  -4.8677  -2.2812  0.10
H  -4.5722  -0.7104  -0.9567  0.09
N  0.3550  0.1810  -4.4565  0.18
C  -0.7574  -0.4561  -3.9430  -0.67
O  -0.9387  -1.6519  -3.8204  0.00
C  -1.7780  0.5458  -3.3961  -0.51
I  -3.5006  0.5735  -4.7606  0.72
H  1.1570  -0.2786  -4.8352  0.11
H  0.3137  1.1419  -4.5134  0.06
H  -1.4378  1.5616  -3.4626  0.01
H  -2.1528  0.1864  -2.4035  0.06

---

Winner for stability: <x>